1.
The following is a DFT calculation (ωB97M-V/def2-TZVPD) of 15 unconnected molecules or ions with the total composition C5H38NO14 in a non-equilibrium geometry.

```
58
Properties=species:S:1:pos:R:3
C -0.989 0.356 -2.971
C -1.834 0.940 -1.808
C -1.045 1.603 -0.750
C -0.874 2.891 -0.486
C 0.555 -0.281 -0.136
N -0.424 0.623 0.090
H -1.544 0.436 -3.896
H -0.139 0.984 -3.150
H -0.609 -0.623 -2.662
H -2.655 1.638 -2.171
H -2.456 0.171 -1.331
H -1.518 3.730 -0.818
H -0.275 3.367 0.292
H 0.689 -1.071 0.575
H 1.372 -0.075 -0.900
H -1.060 0.510 0.883
H -1.244 -2.941 0.145
H -1.670 -2.362 -1.277
O -1.660 -2.241 -0.333
H -1.737 0.380 3.800
H -1.984 1.870 3.684
O -1.392 1.247 4.100
H 3.070 2.546 -1.777
H 4.572 2.527 -1.808
O 3.808 1.942 -1.657
H -1.445 -4.617 2.709
H -2.463 -4.516 1.532
O -1.559 -4.243 1.840
H 4.776 -0.902 -2.356
H 4.334 -0.107 -1.106
O 4.395 -0.992 -1.438
H -1.634 -3.033 -3.681
H -2.765 -3.525 -2.833
O -1.878 -3.204 -2.788
H -3.760 -1.528 0.791
H -3.508 -0.856 -0.372
O -4.148 -0.765 0.355
H 3.488 2.103 0.084
H 3.033 2.636 1.504
O 3.626 2.786 0.780
H 1.801 1.035 4.715
H 0.270 0.914 4.230
O 1.196 0.731 4.051
H 1.515 4.308 -2.057
H 2.099 4.290 -0.606
O 1.730 3.778 -1.306
H 2.487 0.081 2.090
H 1.150 0.680 2.294
O 1.869 0.647 1.609
H 1.079 -2.934 1.400
H 0.565 -4.069 0.430
O 0.866 -3.170 0.509
H 1.394 -2.530 -1.275
H 2.594 -1.638 -1.557
O 1.858 -2.043 -2.007
H -4.356 0.631 1.644
H -3.955 0.889 3.029
O -3.610 0.995 2.144
```

Properties
E_LUMO (alpha / beta) = 0.0 / 0.0 eV
Relative energy (zero: lowest compared OMol25 entry of this formula, charge and spin) = 74.83 kcal per mole
M = 336.352 g mol⁻¹
Highest occupied orbital energy (alpha / beta) = -3.908 / -8.345 eV
Spin multiplicity = 2
HOMO-LUMO gap (alpha / beta) = 3.9 / 8.3 eV

2.
The following is a DFT calculation (ωB97M-V/def2-TZVPD) of C6H9N in the gas phase.

```
16
Properties=species:S:1:pos:R:3
C -1.689 -0.377 -0.557
C -1.297 0.303 0.791
C -0.754 1.595 0.576
C 0.615 1.454 0.298
C 0.911 0.099 0.488
C 1.805 -0.864 -0.224
N -0.150 -0.455 1.090
H -1.839 -1.461 -0.473
H -2.510 0.086 -1.091
H -0.794 -0.284 -1.232
H -1.327 2.517 0.544
H 1.267 2.199 -0.141
H 1.342 -1.861 -0.206
H 1.821 -0.579 -1.282
H 2.813 -0.926 0.160
H -0.216 -1.447 1.260
```

Properties
E_LUMO (alpha / beta) = 0.6 / 0.6 eV
Structure (SMILES) = Cc1ccc(C)[nH]1
Relative energy (zero: lowest compared OMol25 entry of this formula, charge and spin) = 75.49 kcal per mole
M = 95.145 g mol⁻¹
Highest occupied orbital energy (alpha / beta) = -7.276 / -7.276 eV
HOMO-LUMO gap (alpha / beta) = 7.9 / 7.9 eV

3.
The following is a DFT calculation (ωB97M-V/def2-TZVPD) of C20H26O4 in the gas phase in a non-equilibrium geometry.

```
50
Properties=species:S:1:pos:R:3
O -2.335 3.339 3.075
O 3.493 -1.202 -0.425
O -2.034 1.943 1.248
O -0.010 -0.784 2.218
C -2.001 2.251 2.596
C 2.268 -1.135 -0.761
C -0.074 0.380 -4.629
C -0.153 0.414 -3.271
C -1.619 0.920 4.777
C -1.574 1.053 3.408
C -2.121 1.981 5.707
C 2.500 -1.533 -3.355
C 2.283 0.779 -2.345
C 1.863 -0.656 -2.240
C 1.686 0.714 1.652
C -2.097 -1.145 -1.467
C 0.081 -2.107 -0.541
C -1.284 -0.125 2.410
C -1.648 0.570 1.071
C -0.396 0.255 0.115
C 1.255 -1.574 0.321
C 0.295 -0.725 -2.386
C 0.623 -0.362 1.077
C -0.552 -0.902 -1.051
H -0.518 1.234 -5.275
H 0.313 -0.539 -5.109
H -0.667 1.226 -2.899
H -1.427 -0.081 5.230
H -1.605 2.964 5.630
H -1.958 1.619 6.724
H -3.213 2.201 5.541
H 2.142 -1.171 -4.376
H 3.518 -1.357 -3.137
H 2.286 -2.554 -3.172
H 3.420 0.786 -2.289
H 1.818 1.313 -1.497
H 2.047 1.046 -3.395
H 2.129 0.336 2.589
H 2.588 1.036 1.037
H 1.143 1.667 1.861
H -2.679 -1.683 -0.657
H -2.507 -0.106 -1.588
H -2.310 -1.577 -2.499
H 0.430 -2.800 -1.197
H -0.685 -2.609 0.116
H -2.010 -0.876 2.639
H -2.593 0.281 0.721
H 0.098 1.146 -0.345
H 1.731 -2.251 1.035
H 0.058 -1.598 -2.891
```

Properties
E_LUMO = 0.1 eV
Structure (SMILES) = C=C[C@H]1C(C)(C)C(=O)[C@@H]2C[C@@]1(C)[C@H]1[C@@H]3OC(=O)/C(=C\C)[C@@H]3O[C@]12C
Relative energy (zero: lowest compared OMol25 entry of this formula, charge and spin) = 68.36 kcal per mole
M = 330.424 g mol⁻¹
Highest occupied orbital energy = -9.414 eV
HOMO-LUMO gap = 9.5 eV

4.
The following is a DFT calculation (ωB97M-V/def2-TZVPD) of 4 unconnected molecules or ions with the total composition H9O4 in a non-equilibrium geometry.

```
13
Properties=species:S:1:pos:R:3
O 0.017 -0.043 0.088
H -0.360 0.859 0.195
H 0.814 -0.015 -0.563
H -0.481 -0.878 0.398
O -1.345 -2.166 0.598
H -2.085 -1.715 1.045
H -1.020 -2.859 1.192
O 1.960 -0.236 -1.771
H 2.413 -0.039 -2.600
H 2.606 -0.789 -1.296
O -0.719 2.401 0.991
H -1.181 3.195 0.697
H -0.022 2.706 1.586
```

Properties
E_LUMO = -3.2 eV
Relative energy (zero: lowest compared OMol25 entry of this formula, charge and spin) = 11.41 kcal per mole
M = 73.068 g mol⁻¹
Highest occupied orbital energy = -16.432 eV
Charge = +1
HOMO-LUMO gap = 13.2 eV

5.
The following is a DFT calculation (ωB97M-V/def2-TZVPD) of 2 unconnected molecules or ions with the total composition C4H9N in a non-equilibrium geometry.

```
14
Properties=species:S:1:pos:R:3
C -0.377 0.173 -2.152
N -1.001 -0.170 -0.932
C -0.247 -0.725 0.194
C 1.115 0.305 2.246
C 0.373 0.231 1.078
H 0.292 1.038 -2.117
H 0.246 -0.717 -2.282
H -1.084 0.271 -2.957
H -1.799 0.434 -0.650
H 1.690 -0.047 -0.314
H -0.540 -1.718 0.521
H 1.289 1.309 2.572
H 1.269 -0.610 2.808
H 0.465 1.321 0.750
```

Properties
E_LUMO = -1.2 eV
Relative energy (zero: lowest compared OMol25 entry of this formula, charge and spin) = 150.25 kcal per mole
M = 71.123 g mol⁻¹
Highest occupied orbital energy = -7.461 eV
HOMO-LUMO gap = 6.3 eV

6.
The following is a DFT calculation (ωB97M-V/def2-TZVPD) of 2 unconnected molecules or ions with the total composition C11H26N2O3 in a non-equilibrium geometry.

```
42
Properties=species:S:1:pos:R:3
C 0.593 0.433 3.843
C -0.175 1.425 3.276
N -1.321 1.901 3.789
O -2.210 1.912 2.637
C -3.340 1.143 2.894
C -3.065 -0.275 3.417
O -3.312 -1.289 2.420
C -2.091 -1.792 1.940
C -1.463 -0.824 0.933
H 1.024 -0.338 3.217
H 0.729 0.406 4.916
H 0.168 1.859 2.325
H -3.840 1.031 1.925
H -4.075 1.641 3.542
H -2.060 -0.402 3.812
H -3.756 -0.463 4.244
H -2.328 -2.726 1.418
H -1.371 -2.047 2.723
H -1.975 -0.945 -0.026
H -1.565 0.214 1.251
H -0.398 -1.068 0.851
C 0.189 0.072 -2.986
N 1.604 0.550 -2.822
C 1.553 2.019 -2.528
C 2.353 0.332 -4.091
C 2.297 -0.126 -1.651
C 2.473 -1.627 -1.774
O 1.209 -2.259 -1.876
H -0.334 0.762 -3.646
H 0.186 -0.907 -3.445
H -0.290 0.055 -2.010
H 1.068 2.521 -3.362
H 2.570 2.384 -2.409
H 0.984 2.168 -1.613
H 2.337 -0.725 -4.336
H 3.375 0.678 -3.955
H 1.863 0.898 -4.880
H 1.699 0.112 -0.771
H 3.276 0.345 -1.559
H 2.983 -1.987 -0.876
H 3.094 -1.882 -2.639
H 1.343 -3.181 -2.121
```

Properties
E_LUMO = -0.9 eV
Relative energy (zero: lowest compared OMol25 entry of this formula, charge and spin) = 149.98 kcal per mole
M = 234.340 g mol⁻¹
Highest occupied orbital energy = -3.827 eV
HOMO-LUMO gap = 3.0 eV